ORCA calculation (the ωB97M-V functional and the def2-TZVPD basis) on a structure of composition C20H16AgN4O3.

Properties
Kohn-Sham gap in Eh: 0.2723
DFT total energy in eV: -37103.98827
Highest occupied orbital energy in eV: -4.642
Energy relative to the best compared isomer or geometry (same formula, charge and spin) in kcal/mol: 0.00
Charge: -1
Molecular weight in Da: 468.241

```
44
Properties=species:S:1:pos:R:3:mulliken_charge:R:1
Ag -0.418 -0.406 -0.933 0.215
C 2.456 3.121 0.121 -1.169
C 1.728 1.978 -0.521 0.186
N 0.646 1.475 -0.052 0.309
N 0.083 2.013 1.042 -0.746
C -0.733 1.127 1.646 0.386
O -0.810 -0.094 1.435 -0.859
C -1.573 1.726 2.744 0.474
C -2.675 1.014 3.204 -0.499
C -3.486 1.544 4.199 -0.495
C -3.189 2.784 4.756 -0.334
C -2.082 3.493 4.304 -0.628
C -1.282 2.968 3.297 -0.109
C 2.284 1.340 -1.741 0.529
C 3.428 1.851 -2.357 -0.522
C 3.964 1.196 -3.453 -0.399
C 3.353 0.046 -3.924 -0.646
C 2.209 -0.382 -3.267 -0.301
N 1.693 0.237 -2.214 0.124
H 1.916 3.416 1.016 0.266
H 2.524 3.984 -0.550 0.297
H 3.477 2.837 0.397 0.285
H -2.881 0.048 2.760 0.436
H -4.352 0.990 4.542 0.365
H -3.816 3.195 5.538 0.355
H -1.846 4.459 4.735 0.363
H -0.427 3.515 2.923 0.370
H 3.890 2.752 -1.975 0.265
H 4.854 1.582 -3.936 0.391
H 3.741 -0.499 -4.774 0.366
H 1.669 -1.263 -3.604 0.404
O -3.905 -2.744 -1.485 -0.732
C -2.763 -2.267 -1.537 0.485
O -2.404 -1.096 -1.834 -0.693
C -1.631 -3.291 -1.295 0.346
C -1.947 -4.646 -1.237 -0.473
C -0.936 -5.568 -1.045 -0.257
C 0.371 -5.116 -0.899 -0.574
C 0.595 -3.754 -0.955 -0.436
N -0.375 -2.860 -1.155 0.037
H -2.986 -4.924 -1.339 0.454
H -1.156 -6.629 -1.003 0.380
H 1.195 -5.799 -0.740 0.370
H 1.596 -3.351 -0.832 0.414
```

=====

ORCA calculation (the ωB97M-V functional and the def2-TZVPD basis) on an isolated molecule of C4H8N2 in a non-equilibrium geometry.

Properties
Kohn-Sham gap in Eh: 0.3594
DFT total energy in eV: -7256.82494
Highest occupied orbital energy in eV: -8.951
Energy relative to the best compared isomer or geometry (same formula, charge and spin) in kcal/mol: 24.22
Charge: 0
Molecular weight in Da: 84.122

```
14
Properties=species:S:1:pos:R:3:mulliken_charge:R:1
C -0.285 1.269 0.509 -0.980
N -0.392 0.084 -0.332 -0.035
C -1.374 -0.878 0.128 -1.047
C 0.862 -0.571 -0.690 -0.283
C 2.061 0.247 -0.460 0.153
N 3.022 0.837 -0.204 -0.398
H -1.261 1.463 0.962 0.348
H -0.020 2.142 -0.098 0.299
H 0.452 1.180 1.321 0.344
H -1.154 -1.297 1.128 0.372
H -1.439 -1.710 -0.582 0.350
H -2.359 -0.401 0.165 0.348
H 0.836 -0.881 -1.744 0.267
H 1.052 -1.486 -0.103 0.264
```

=====

ORCA calculation (the ωB97M-V functional and the def2-TZVPD basis) on a structure of composition H20O10Xe in a non-equilibrium geometry.

Properties
Kohn-Sham gap in Eh: 0.3647
DFT total energy in eV: -29762.76043
Highest occupied orbital energy in eV: -9.883
Energy relative to the best compared isomer or geometry (same formula, charge and spin) in kcal/mol: 4.74
Charge: 0
Molecular weight in Da: 311.440

```
31
Properties=species:S:1:pos:R:3:mulliken_charge:R:1
Xe -1.248 -0.228 0.448 -0.011
O 0.281 1.892 -2.165 -0.621
H -0.633 1.931 -1.885 0.268
H 0.706 2.611 -1.698 0.302
O -2.355 -1.677 -2.620 -0.652
H -2.935 -2.403 -2.390 0.337
H -2.682 -0.937 -2.108 0.286
O 3.100 -0.308 1.283 -0.635
H 2.432 -0.902 1.625 0.338
H 2.784 -0.069 0.411 0.350
O 0.101 -3.183 -1.884 -0.646
H -0.727 -2.705 -1.920 0.298
H -0.075 -4.003 -2.347 0.303
O 2.495 0.050 -1.582 -0.634
H 1.646 0.429 -1.809 0.360
H 2.545 -0.754 -2.099 0.317
O 1.410 -3.652 0.419 -0.695
H 1.007 -3.397 -0.411 0.407
H 2.267 -3.999 0.173 0.309
O 1.180 -2.058 2.655 -0.649
H 1.148 -2.741 1.986 0.376
H 0.369 -2.169 3.151 0.298
O -2.467 3.125 -1.135 -0.606
H -3.325 3.530 -1.006 0.271
H -2.147 2.954 -0.249 0.348
O -1.606 3.894 1.327 -0.697
H -0.788 4.199 0.935 0.311
H -1.333 3.242 1.973 0.397
O -0.581 2.198 3.410 -0.684
H 0.297 2.555 3.273 0.343
H -0.867 2.577 4.241 0.311
```

=====

ORCA calculation (the ωB97M-V functional and the def2-TZVPD basis) on a cluster of 8 separate species, C32H40F24O16 in total in a non-equilibrium geometry.

Properties
Kohn-Sham gap in Eh: 0.4181
DFT total energy in eV: -131814.44917
Highest occupied orbital energy in eV: -10.892
Energy relative to the best compared isomer or geometry (same formula, charge and spin) in kcal/mol: 22.30
Charge: 0
Molecular weight in Da: 1136.608

```
112
Properties=species:S:1:pos:R:3:mulliken_charge:R:1
C 1.234 2.845 -7.855 -1.187
C 0.124 3.280 -6.916 -0.010
O 0.665 3.652 -5.641 -0.326
C 1.169 2.676 -4.898 0.214
O 1.083 1.511 -5.128 -0.511
C 1.947 3.170 -3.685 1.049
F 1.856 4.497 -3.518 -0.287
F 1.441 2.629 -2.570 -0.260
F 3.227 2.830 -3.742 -0.238
H 1.773 1.972 -7.492 0.332
H 1.945 3.650 -8.046 0.305
H 0.857 2.560 -8.840 0.412
H -0.598 2.473 -6.785 0.175
H -0.371 4.169 -7.298 0.332
C -1.570 3.230 1.937 -1.546
C -0.143 2.758 2.178 0.403
O -0.153 1.640 3.075 -0.206
C 1.029 1.163 3.540 0.343
O 2.074 1.697 3.343 -0.542
C 0.791 -0.047 4.460 1.012
F 1.697 -0.988 4.226 -0.214
F 0.849 0.381 5.728 -0.275
F -0.416 -0.589 4.283 -0.195
H -1.576 4.089 1.272 0.390
H -2.135 3.381 2.854 0.376
H -2.027 2.384 1.413 0.290
H 0.459 3.547 2.632 0.455
H 0.271 2.469 1.212 -0.210
C -3.428 -8.087 5.699 -1.089
C -3.644 -7.938 4.205 -0.188
O -2.828 -6.927 3.647 -0.313
C -3.084 -5.643 3.845 0.070
O -4.025 -5.236 4.460 -0.497
C -2.083 -4.678 3.201 1.228
F -1.333 -5.333 2.320 -0.271
F -2.735 -3.701 2.609 -0.214
F -1.334 -4.151 4.167 -0.265
H -3.904 -8.948 6.169 0.395
H -3.891 -7.262 6.241 0.274
H -2.344 -8.137 5.811 0.291
H -4.705 -7.739 4.015 0.230
H -3.535 -8.881 3.671 0.366
C 5.427 7.054 -2.202 -1.386
C 4.302 6.112 -2.583 -0.181
O 4.215 4.975 -1.732 -0.118
C 3.869 5.072 -0.485 0.075
O 3.536 6.072 0.088 -0.558
C 3.879 3.715 0.264 1.206
F 2.609 3.443 0.560 -0.219
F 4.376 2.690 -0.428 -0.233
F 4.569 3.806 1.398 -0.268
H 5.561 7.844 -2.945 0.407
H 6.387 6.549 -2.087 0.325
H 5.216 7.646 -1.311 0.349
H 4.432 5.754 -3.599 0.331
H 3.391 6.710 -2.526 0.329
C -7.091 -4.126 2.828 -0.994
C -7.191 -2.746 3.462 -0.366
O -5.808 -2.399 3.750 -0.166
C -5.597 -1.457 4.648 0.086
O -6.441 -1.008 5.368 -0.554
C -4.123 -1.072 4.796 1.169
F -3.612 -1.807 5.794 -0.261
F -3.425 -1.367 3.701 -0.238
F -3.964 0.204 5.099 -0.255
H -6.648 -4.119 1.834 0.295
H -8.132 -4.446 2.694 0.429
H -6.638 -4.909 3.429 0.174
H -7.767 -2.711 4.388 0.354
H -7.596 -1.917 2.880 0.307
C 2.421 -0.381 -1.653 -1.117
C 2.423 -0.064 -0.167 0.847
O 1.407 -0.733 0.576 -0.394
C 0.126 -0.408 0.434 0.209
O -0.238 0.418 -0.354 -0.386
C -0.859 -1.404 1.089 0.919
F -1.946 -0.778 1.497 -0.177
F -1.202 -2.241 0.074 -0.283
F -0.312 -2.178 2.026 -0.241
H 2.445 -1.452 -1.859 0.328
H 3.384 -0.059 -2.063 0.417
H 1.669 0.156 -2.227 0.025
H 2.494 1.001 0.049 -0.123
H 3.345 -0.469 0.250 -0.157
C 5.439 -2.876 -1.556 -0.987
C 6.500 -2.265 -0.665 -0.343
O 5.849 -1.492 0.335 -0.167
C 6.584 -0.814 1.185 0.249
O 7.778 -0.798 1.197 -0.541
C 5.766 0.041 2.149 0.905
F 6.527 0.491 3.130 -0.268
F 5.363 1.137 1.457 -0.228
F 4.656 -0.526 2.601 -0.164
H 5.859 -3.573 -2.281 0.438
H 4.894 -2.140 -2.146 0.132
H 4.749 -3.416 -0.907 0.288
H 7.208 -1.672 -1.250 0.335
H 7.156 -3.014 -0.215 0.341
C -1.671 0.474 -3.304 -0.387
C -2.828 -0.345 -3.855 -0.618
O -4.041 0.407 -3.799 -0.280
C -4.390 1.065 -4.904 0.400
O -3.898 0.905 -5.976 -0.522
C -5.583 2.021 -4.663 0.834
F -5.131 3.310 -4.639 -0.252
F -6.465 1.885 -5.654 -0.229
F -6.162 1.799 -3.468 -0.232
H -1.362 1.385 -3.811 0.110
H -0.815 -0.171 -3.100 0.244
H -1.945 0.811 -2.299 0.240
H -2.964 -1.249 -3.264 0.320
H -2.593 -0.717 -4.852 0.380
```

=====

ORCA calculation (the ωB97M-V functional and the def2-TZVPD basis) on a cluster of 2 separate species, CH5N2S in total in a non-equilibrium geometry.

Properties
Kohn-Sham gap (spin up / spin down) in Eh: 0.3405 / 0.2704
DFT total energy in eV: -14922.62084
Highest occupied orbital energy (spin up / spin down) in eV: -14.313 / -14.119
Energy relative to the best compared isomer or geometry (same formula, charge and spin) in kcal/mol: 88.67
Charge: +1
Molecular weight in Da: 77.132

```
9
Properties=species:S:1:pos:R:3:mulliken_charge:R:1
C -0.475 -0.348 -0.064 0.253
N -0.668 -0.627 1.225 -0.331
N -0.354 0.801 -0.660 -0.292
S 0.003 1.124 -2.234 0.049
H -0.278 -1.295 -0.634 0.320
H -0.890 -1.607 1.553 0.310
H -1.121 0.136 1.713 0.270
H -0.529 1.701 -0.112 0.317
H 2.141 -0.101 -2.159 0.103
```

=====

ORCA calculation (the ωB97M-V functional and the def2-TZVPD basis) on a structure of composition C12H9IN3ReS5Sb in a non-equilibrium geometry.

Properties
Kohn-Sham gap (spin up / spin down) in Eh: 0.1499 / 0.1499
DFT total energy in eV: -87974.27820
Highest occupied orbital energy (spin up / spin down) in eV: -17.336 / -17.336
Charge: +3
Molecular weight in Da: 790.431

```
32
Properties=species:S:1:pos:R:3:mulliken_charge:R:1
Re -0.403 -1.166 -0.479 1.151
S 3.481 0.682 -1.729 0.002
C 3.651 -1.020 -1.780 -0.573
C 2.488 -1.713 -1.461 -0.472
C 1.435 -0.834 -1.171 0.287
C 1.854 0.557 -1.305 0.394
C 0.929 1.603 -1.041 0.778
C 1.134 2.955 -1.238 -0.784
C 0.087 3.846 -0.974 -0.549
C -1.106 3.335 -0.528 -0.821
C -1.249 1.944 -0.347 -0.089
N -0.261 1.099 -0.591 -0.040
H 4.617 -1.445 -2.030 0.520
H 2.445 -2.792 -1.453 0.365
H 2.089 3.317 -1.601 0.462
H 0.216 4.911 -1.124 0.498
H -1.947 3.980 -0.309 0.454
H -2.183 1.527 0.009 0.493
S -2.473 -4.330 -3.453 -0.176
Sb -2.850 -3.335 -1.650 1.084
S -1.823 -0.876 -2.067 -0.125
S -0.213 -3.260 -0.445 -0.094
S -3.869 -2.958 0.197 -0.317
I 0.709 0.405 5.298 0.357
C -0.169 -0.294 3.619 -0.860
C -1.337 -1.063 3.532 -0.013
N -1.588 -1.327 2.257 0.201
N -0.636 -0.759 1.462 0.133
C 0.233 -0.122 2.325 -0.260
H -1.999 -1.431 4.306 0.492
H -2.349 -1.848 1.830 -0.033
H 1.088 0.412 1.940 0.534
```

=====

> The highest molecular weight belongs to which entry?

C32H40F24O16

=====

> The highest charge belongs to which entry?

C12H9IN3ReS5Sb